Molecular formula: C39H45N9O5PS5Sr
Method: DFT, ωB97M-V/def2-TZVPD

Summary:
E_tot (hartree): -4745.38462
Orbital gap (eV): 3.728
Total charge: -1

Last column: Mulliken charge in e.
Positions of all 105 atoms, in Å:
Sr 0.964 0.947 -0.107  1.77
C -2.581 -0.549 -3.118  -1.10
C -1.881 -1.153 -4.192  -0.98
C -0.508 -1.114 -4.195  -1.15
C 0.171 -0.470 -3.120  0.74
N -0.473 -0.094 -2.000  1.75
C -1.821 -0.132 -2.061  -0.76
C 1.529 -0.133 -3.379  -0.19
C 2.146 -0.370 -4.633  -0.98
C 3.531 -0.274 -4.767  -1.04
C 4.247 0.311 -3.722  -0.78
C 3.600 0.763 -2.552  0.12
N 2.243 0.549 -2.410  1.25
C 4.276 1.568 -1.554  0.14
C 5.502 2.205 -1.868  -1.07
C 6.174 2.811 -0.761  -0.40
C 5.625 2.795 0.534  -0.94
C 4.308 2.297 0.694  -0.16
N 3.682 1.750 -0.343  0.71
H -3.640 -0.571 -3.030  0.60
H -2.480 -1.669 -4.968  0.33
H 0.067 -1.577 -4.976  0.50
H -2.252 0.241 -1.119  0.40
H 1.573 -0.622 -5.485  0.64
H 4.070 -0.652 -5.649  0.41
H 5.335 0.443 -3.771  0.47
H 5.875 2.236 -2.899  0.46
H 7.110 3.351 -0.975  0.36
H 6.276 3.102 1.402  0.37
H 3.749 2.383 1.631  0.23
S -5.150 5.344 -3.658  0.08
N -4.962 5.256 -2.036  -0.65
C -3.731 4.718 -1.987  1.15
C -3.123 4.225 -0.813  0.45
C -3.736 4.319 0.436  -0.85
C -3.150 3.802 1.535  -0.97
C -1.976 3.071 1.461  0.39
N -1.428 2.904 0.276  0.54
C -1.856 3.518 -0.849  -0.39
C -1.026 3.610 -1.989  -0.08
N 0.253 3.121 -1.890  0.62
C 1.014 3.364 -2.912  0.13
C 0.604 3.940 -4.096  -1.07
C -0.709 4.449 -4.237  -0.67
C -1.538 4.249 -3.126  0.18
C -2.947 4.665 -3.164  0.37
N -3.718 4.942 -4.233  -0.60
H -4.689 4.815 0.505  0.53
H -3.555 4.006 2.543  0.43
H -1.419 2.721 2.334  -0.56
H 2.138 3.311 -2.830  0.15
H 1.298 4.164 -4.931  0.38
H -1.010 5.062 -5.103  0.46
O 1.078 2.177 1.938  -0.67
S 1.507 2.105 3.396  0.66
O 1.877 0.722 3.753  -0.57
O 2.566 3.131 3.703  -0.69
S -0.291 2.660 4.515  -0.65
C -5.456 -2.407 -1.257  -1.45
C -4.245 -2.861 -0.528  1.12
C -4.626 -4.008 0.493  -1.67
O -3.790 -1.644 0.186  -0.52
P -2.874 -1.837 1.614  0.12
S -1.816 -3.504 1.829  -0.52
S -1.797 -0.161 1.680  -0.07
O -4.089 -1.634 2.652  -0.28
C -3.867 -1.893 4.206  0.74
C -2.744 -1.068 4.676  -1.15
C -5.197 -1.443 4.711  -1.64
H -5.400 -2.665 -2.307  0.29
H -5.511 -1.298 -1.259  0.25
H -6.313 -2.941 -0.776  0.43
H -3.421 -3.264 -1.178  0.07
H -5.295 -3.641 1.249  0.35
H -3.743 -4.422 0.987  0.34
H -5.173 -4.767 -0.129  0.48
H -3.706 -2.976 4.236  0.34
H -2.758 -0.087 4.179  0.19
H -1.783 -1.592 4.425  0.19
H -2.729 -0.796 5.714  0.45
H -5.362 -0.400 4.546  0.31
H -5.221 -1.631 5.776  0.45
H -5.930 -2.039 4.226  0.41
C 4.324 -1.968 3.880  -1.29
C 3.050 -2.561 3.318  -0.90
N 3.003 -3.056 1.907  0.35
C 3.969 -4.083 1.507  -0.43
C 4.509 -4.911 2.693  -1.30
C 2.372 -2.294 0.880  -0.07
C 1.901 -2.984 -0.366  -1.15
N 2.112 -1.021 0.998  0.86
H 4.129 -0.940 4.163  0.31
H 5.141 -2.000 3.187  0.41
H 4.642 -2.397 4.849  0.27
H 2.160 -1.908 3.425  0.68
H 2.764 -3.428 3.939  0.43
H 4.780 -3.682 0.917  0.27
H 3.433 -4.758 0.871  0.44
H 5.320 -4.376 3.218  0.28
H 4.986 -5.821 2.341  0.42
H 3.753 -5.154 3.462  0.32
H 1.654 -4.026 -0.178  0.49
H 2.756 -3.197 -1.104  0.25
H 1.082 -2.492 -0.973  0.00
H 2.265 -0.706 1.968  -0.68

---

Molecular formula: C39H46Br12FIO7
Method: DFT, ωB97M-V/def2-TZVPD

Summary:
E_tot (hartree): -33325.00569
Orbital gap (eV): 6.724
Total charge: 0

Last column: Mulliken charge in e.
Positions of all 106 atoms, in Å:
C -1.113 6.104 0.649  -0.69
C -1.472 6.234 -0.946  0.05
C -2.813 5.346 -1.400  -0.50
C -2.336 4.434 -2.681  -0.10
C -3.450 3.269 -3.115  -0.63
C -2.613 1.834 -3.050  -0.09
C -3.390 0.582 -3.772  -0.61
C -2.397 -0.730 -4.061  -0.69
C -1.003 -0.639 -3.145  0.29
C 0.465 -0.460 -3.911  -1.39
C 1.886 -0.370 -3.033  0.41
C 3.281 -0.245 -3.885  -0.71
C 3.904 1.269 -3.985  -0.11
C 5.456 1.291 -3.451  -0.46
C 6.499 0.373 -4.337  0.50
O 6.155 -0.464 -5.328  -0.49
O 7.947 0.505 -3.966  -0.49
C 1.795 -0.412 -1.364  0.34
C 3.177 -0.277 -0.491  -0.19
C 3.221 1.208 0.265  -0.33
O 3.578 2.267 -0.689  -0.28
C 2.452 3.160 -0.996  0.45
C 2.821 4.697 -1.539  -0.75
O 1.152 2.865 -0.933  -0.34
C 0.372 -0.587 -0.570  1.13
C -0.995 -0.721 -1.493  0.11
C -2.427 -0.947 -0.724  0.10
O -3.450 -1.701 -1.176  -0.61
C -2.618 -0.240 0.746  0.04
C -4.127 0.234 1.178  -0.76
C -4.315 0.946 2.642  -0.54
C -2.967 1.174 3.590  0.31
C -3.266 1.900 5.063  -0.82
C -3.942 3.397 4.920  -0.31
C -3.394 4.248 3.631  -0.76
I -3.316 4.498 6.755  -0.01
C -1.438 0.685 3.121  0.12
C -0.159 0.969 4.126  -0.84
C 0.200 -0.296 5.104  0.66
O 1.467 -0.472 5.492  -0.51
F -0.936 -1.215 5.485  -0.26
C -1.255 -0.063 1.669  0.70
C 0.201 -0.641 1.085  0.14
O 1.175 -1.095 1.902  -0.49
H -0.608 7.122 1.004  0.30
H -2.029 5.899 1.348  0.16
H -0.272 5.277 0.820  0.09
H -0.540 5.777 -1.534  -0.19
H -1.543 7.363 -1.296  0.39
H -3.620 6.168 -1.713  0.21
H -3.125 4.738 -0.449  0.18
H -2.038 5.082 -3.620  0.27
H -1.337 3.881 -2.341  -0.13
H -3.926 3.476 -4.172  0.33
H -4.246 3.232 -2.240  0.25
H -2.420 1.645 -1.888  0.06
H -1.588 2.049 -3.620  0.21
H -3.824 0.935 -4.801  0.43
H -4.332 0.286 -3.102  0.15
H -2.962 -1.750 -3.934  0.24
H -2.065 -0.616 -5.193  0.31
H 0.472 -0.419 -5.104  0.11
H 3.129 -0.672 -4.985  0.31
H 4.080 -0.941 -3.335  0.33
H 3.206 2.040 -3.443  -0.07
H 3.918 1.563 -5.125  0.44
H 5.560 0.969 -2.317  0.20
H 5.876 2.406 -3.515  0.31
H 8.014 0.492 -2.947  0.35
H 3.326 -1.100 0.333  -0.37
H 4.124 -0.321 -1.207  0.21
H 2.279 1.423 0.924  0.08
H 4.137 1.128 1.026  0.39
H 1.855 5.347 -1.702  0.12
H 3.588 5.254 -0.853  0.33
H 3.344 4.615 -2.610  0.24
H -5.002 0.017 0.408  0.33
H -5.407 1.258 2.960  0.25
H -2.339 1.852 5.781  0.42
H -4.098 1.212 5.569  0.29
H -5.133 3.349 4.912  0.45
H -3.407 5.393 3.960  0.39
H -4.130 4.097 2.733  0.24
H -2.297 3.886 3.342  0.15
H 0.743 1.307 3.426  0.17
H -0.405 1.936 4.782  0.47
C 2.239 -4.646 1.626  -0.29
Br 3.623 -3.418 1.025  0.00
Br 0.593 -4.435 0.611  -0.01
Br 2.858 -6.491 1.626  -0.09
H 2.009 -4.386 2.665  0.39
C -0.322 -8.658 3.291  0.34
Br -0.638 -9.115 1.427  0.06
Br -1.298 -7.060 3.820  0.00
Br -0.690 -10.156 4.476  -0.04
H 0.744 -8.428 3.388  -0.45
C 4.602 -7.340 5.203  -0.31
Br 2.755 -7.722 4.730  0.11
Br 5.129 -8.235 6.848  -0.04
Br 5.821 -7.738 3.740  -0.02
H 4.668 -6.263 5.390  0.37
C -2.974 -10.999 -1.959  -0.29
Br -1.598 -9.655 -2.252  -0.05
Br -3.214 -11.388 -0.068  -0.04
Br -4.652 -10.515 -2.817  -0.02
H -2.626 -11.922 -2.434  0.36

---

Molecular formula: C39H46F3IrN6OSTe
Method: DFT, ωB97M-V/def2-TZVPD

Summary:
Expectation value of S²: 8.778
E_tot (hartree): -2987.35194
Orbital gap (alpha / beta) (eV): 7.081 / 5.973
Multiplicity: 6
Total charge: +1

Last column: Mulliken charge in e.
Positions of all 98 atoms, in Å:
Ir 0.712 0.221 -0.327  0.88
C -3.954 3.539 1.980  -0.94
C -2.905 4.493 1.437  -0.75
N -1.531 3.989 1.571  0.15
C -0.712 4.618 2.608  -0.73
C -1.216 4.324 4.010  -0.93
C -1.084 3.065 0.730  0.58
S 0.552 2.498 0.867  -0.48
N -1.951 2.696 -0.226  -0.08
C -2.086 1.480 -0.695  -0.71
O -1.569 0.397 -0.265  -0.95
C -3.032 1.348 -1.851  0.71
C -3.278 2.421 -2.700  -0.28
C -4.152 2.277 -3.767  -0.85
C -4.797 1.065 -3.979  -0.48
C -4.554 -0.009 -3.133  -0.76
C -3.666 0.130 -2.075  0.01
H -4.941 3.990 1.882  0.39
H -3.786 3.323 3.034  0.27
H -3.953 2.601 1.426  0.18
H -2.933 5.435 1.987  0.46
H -3.087 4.708 0.385  0.44
H -0.736 5.696 2.428  0.41
H 0.316 4.290 2.482  0.36
H -2.210 4.739 4.178  0.42
H -0.542 4.766 4.743  0.39
H -1.268 3.250 4.195  0.08
H -2.788 3.367 -2.510  0.48
H -4.338 3.113 -4.427  0.43
H -5.491 0.958 -4.802  0.43
H -5.065 -0.949 -3.290  0.45
H -3.467 -0.697 -1.407  0.45
C 1.740 -3.070 1.905  -1.26
C 2.434 -1.786 1.442  1.48
C 3.303 -2.087 0.219  -1.63
C 3.321 -1.234 2.560  -1.55
N 1.415 -0.798 1.140  0.79
H 2.486 -3.808 2.205  0.42
H 1.142 -3.496 1.098  0.11
H 1.085 -2.887 2.755  0.19
H 4.161 -2.691 0.517  0.49
H 3.677 -1.163 -0.227  0.36
H 2.750 -2.642 -0.536  0.15
H 4.084 -1.967 2.823  0.55
H 2.742 -1.013 3.459  0.16
H 3.820 -0.317 2.246  0.33
Te -0.379 0.361 3.072  0.57
C -0.749 -1.183 4.443  0.64
C -2.004 -1.782 4.371  -0.71
C -2.320 -2.823 5.233  -0.61
C -1.385 -3.262 6.159  -0.57
C -0.132 -2.666 6.225  -0.70
C 0.191 -1.626 5.368  -0.04
C 1.013 1.338 4.300  0.87
C 0.696 1.524 5.640  -0.59
C 1.594 2.184 6.467  -0.79
C 2.802 2.640 5.959  -0.61
C 3.116 2.443 4.621  -0.85
C 2.223 1.789 3.784  -0.35
H -2.738 -1.446 3.649  0.36
H -3.294 -3.289 5.180  0.43
H -1.635 -4.067 6.836  0.40
H 0.596 -3.015 6.944  0.42
H 1.170 -1.168 5.425  0.32
H -0.245 1.169 6.043  0.54
H 1.348 2.339 7.508  0.45
H 3.502 3.146 6.609  0.41
H 4.057 2.797 4.224  0.46
H 2.466 1.644 2.743  0.38
F 0.811 -6.044 -4.501  -0.25
C 0.918 -5.991 -3.167  0.71
F 2.147 -6.426 -2.846  -0.25
F 0.036 -6.854 -2.652  -0.27
C 0.700 -4.582 -2.661  0.25
C 1.447 -3.547 -3.207  -1.01
C 1.248 -2.272 -2.713  -0.40
N 0.376 -2.005 -1.739  0.32
C -0.344 -2.999 -1.231  -0.73
C -0.217 -4.313 -1.661  -0.69
H 2.167 -3.728 -3.992  0.48
H 1.810 -1.428 -3.097  0.49
H -1.037 -2.733 -0.442  0.64
H -0.816 -5.096 -1.221  0.55
C -0.941 0.717 -5.603  -1.24
C -0.119 1.111 -4.428  0.56
C 0.890 2.045 -4.278  -1.19
C 1.302 1.963 -2.943  0.33
N 0.581 1.028 -2.314  -0.23
N -0.258 0.515 -3.238  0.95
C 2.353 2.749 -2.239  -1.52
H -0.790 1.420 -6.418  0.41
H -2.000 0.707 -5.349  0.21
H -0.661 -0.277 -5.956  0.26
H 1.269 2.707 -5.035  0.55
H -0.947 -0.162 -2.944  0.12
H 3.245 2.830 -2.857  0.45
H 2.617 2.288 -1.290  0.21
H 1.995 3.756 -2.027  0.26

---

Molecular formula: C39H47AsBIrN8
Method: DFT, ωB97M-V/def2-TZVPD

Summary:
Expectation value of S²: 0.757
E_tot (hartree): -4316.50568
Orbital gap (alpha / beta) (eV): 5.779 / 4.084
Multiplicity: 2
Total charge: +3

Last column: Mulliken charge in e.
Positions of all 97 atoms, in Å:
Ir 0.359 -0.152 0.065  1.20
C 2.456 -4.509 2.457  -1.33
C 2.055 -3.080 2.355  0.78
C 2.281 -2.031 3.246  -1.40
C 1.659 -0.917 2.709  -0.29
N 1.118 -1.282 1.529  0.08
N 1.347 -2.597 1.322  0.68
B 0.769 -3.212 0.030  -1.59
N -0.705 -2.858 -0.057  0.61
N -1.167 -1.582 0.190  0.45
C -2.530 -1.686 0.205  -1.82
C -2.896 -2.975 -0.147  -1.01
C -1.727 -3.694 -0.291  0.55
C -1.556 -5.145 -0.573  -1.54
C -3.491 -0.788 0.854  1.58
C -4.788 -0.680 0.348  -0.31
C -5.776 -0.065 1.098  -0.99
C -5.487 0.411 2.373  -0.65
C -4.205 0.283 2.890  -0.90
C -3.205 -0.308 2.133  0.30
N 1.477 -2.496 -1.128  0.99
N 1.213 -1.175 -1.397  0.50
C 1.910 -0.849 -2.570  0.40
C 2.575 -1.990 -2.965  -1.39
C 2.287 -2.998 -2.054  0.57
C 2.746 -4.410 -2.056  -1.37
C 1.923 0.390 -3.363  1.15
C 2.614 0.391 -4.586  -1.24
C 2.655 1.518 -5.382  -0.94
C 1.999 2.678 -4.991  -1.17
C 1.300 2.692 -3.795  -1.00
C 1.268 1.559 -2.997  2.77
C 1.437 0.412 3.249  0.64
C 2.270 0.926 4.236  -1.33
C 2.016 2.171 4.787  -0.92
C 0.914 2.907 4.370  -0.86
C 0.073 2.405 3.392  -0.49
C 0.334 1.157 2.840  2.62
H 3.021 -4.667 3.372  0.43
H 3.079 -4.807 1.614  0.25
H 1.580 -5.158 2.478  0.30
H 2.774 -2.101 4.201  0.61
H 0.953 -4.380 -0.003  0.01
H -3.899 -3.366 -0.172  0.65
H -2.533 -5.613 -0.666  0.42
H -1.013 -5.643 0.230  0.31
H -1.012 -5.306 -1.504  0.30
H -5.023 -1.088 -0.627  0.48
H -6.778 0.022 0.702  0.47
H -6.270 0.857 2.972  0.46
H -3.994 0.616 3.898  0.50
H -2.223 -0.469 2.563  0.63
H 3.196 -2.112 -3.832  0.63
H 3.452 -4.564 -2.869  0.43
H 1.904 -5.089 -2.197  0.30
H 3.233 -4.670 -1.117  0.25
H 3.124 -0.489 -4.942  0.39
H 3.194 1.488 -6.319  0.47
H 2.019 3.556 -5.622  0.46
H 0.769 3.589 -3.506  0.53
H 0.709 1.565 -2.074  -1.91
H 3.135 0.360 4.559  0.53
H 2.672 2.566 5.550  0.45
H 0.695 3.862 4.828  0.51
H -0.801 2.966 3.106  0.48
H -0.418 0.703 2.159  -1.08
C -3.046 3.188 1.389  -1.43
C -3.046 2.412 0.087  -0.23
As -1.346 1.811 -0.693  1.23
C -1.940 1.388 -2.515  -0.69
C -3.116 0.426 -2.587  -1.23
C -0.479 3.566 -0.906  -0.16
C 0.141 4.253 0.310  -1.44
H -4.080 3.421 1.643  0.48
H -2.522 4.137 1.310  0.35
H -2.638 2.608 2.211  0.14
H -3.392 3.046 -0.737  0.72
H -3.701 1.551 0.134  0.02
H -1.092 1.005 -3.078  0.31
H -2.193 2.369 -2.930  0.63
H -2.859 -0.554 -2.180  0.19
H -3.390 0.286 -3.632  0.52
H -3.994 0.801 -2.065  0.30
H -1.292 4.183 -1.298  0.66
H 0.235 3.469 -1.719  -0.09
H -0.614 4.628 0.992  0.27
H 0.717 5.119 -0.021  0.43
H 0.799 3.610 0.888  0.27
N 3.926 2.203 -0.140  0.02
C 4.428 0.974 0.210  -0.97
C 3.355 0.161 0.329  -0.34
N 2.196 0.889 0.060  1.10
C 2.601 2.117 -0.232  -1.20
H 4.466 3.040 -0.309  0.27
H 5.480 0.789 0.335  0.46
H 3.345 -0.888 0.562  0.34
H 1.986 2.944 -0.523  0.47